The following is a DFT calculation (wB97M-V/def2-TZVPD) of a structure of composition C27H36BN9O7S3Zr.

Atoms and positions in Å:
1 Zr 0.7597 0.1654 0.2907
2 S 1.0629 -2.3059 -0.2930
3 S -1.0685 1.7448 1.0293
4 S 0.4662 0.4503 -2.1813
5 O 5.2515 2.1855 5.8037
6 O 1.2461 -0.7495 2.4254
7 O 2.7789 0.1701 0.5113
8 O 1.7562 2.5392 0.0810
9 O 3.4018 3.9212 -0.0516
10 O 2.5627 -1.6727 3.8549
11 O 5.5183 3.9421 4.5714
12 N 5.1329 2.8180 4.7815
13 N -1.3912 -2.1449 -1.5465
14 N 2.3445 -0.8268 3.0511
15 N -0.0491 -3.6466 -2.4072
16 N -1.9457 -0.2323 2.7904
17 N -1.7110 2.0998 -2.7146
18 N -2.1736 0.3021 -1.5566
19 N -1.5223 -0.8874 0.7186
20 N 2.8982 2.9410 0.4000
21 C 1.4609 -5.3865 -1.4864
22 C -3.3425 1.0197 -1.6978
23 C -2.0557 -1.6157 2.7456
24 C 3.2677 0.2679 2.8215
25 C 2.3156 -3.6425 -3.1304
26 C 1.1426 -4.5272 -2.7091
27 C -0.1625 -2.6987 -1.4523
28 C -1.6285 0.1906 1.5583
29 C -2.1227 0.6122 4.0327
30 C 4.4326 2.1403 3.6636
31 C 4.1925 2.8504 2.5004
32 C -2.7022 -0.2700 5.1331
33 C -2.0213 4.1430 -4.0534
34 C -3.0611 2.1253 -2.4151
35 C -0.9852 3.1815 -3.4799
36 C 0.7821 -5.4496 -3.8700
37 C -1.1888 0.9886 -2.1690
38 C 3.5384 2.1977 1.4744
39 C -0.7552 1.1365 4.4738
40 C -3.1027 1.7393 3.7190
41 C -0.2093 2.5449 -4.6334
42 C -0.0762 3.9281 -2.5073
43 C -2.0559 -2.7639 -2.5891
44 C 3.9125 0.8770 3.8806
45 C -1.7775 -2.0197 1.4976
46 C -1.2311 -3.6816 -3.1205
47 C 3.2111 0.8412 1.5443
48 B -2.1282 -1.0260 -0.7948
49 H 4.4705 3.8948 2.4303
50 H -2.8435 0.3495 6.0171
51 H -2.7390 3.6335 -4.6979
52 H 2.2604 -6.0791 -1.7473
53 H -0.0529 -6.1082 -3.6277
54 H -3.3255 2.2727 4.6423
55 H 0.1395 3.3354 -5.2966
56 H -2.5504 4.6944 -3.2746
57 H -4.2769 0.6614 -1.3032
58 H -3.0651 -2.4996 -2.8523
59 H 0.4370 4.7281 -3.0413
60 H 0.5651 -4.8968 -4.7847
61 H 1.7975 -4.8004 -0.6352
62 H -0.6617 4.3790 -1.7037
63 H 0.6648 1.9915 -4.2988
64 H -1.3931 -4.3598 -3.9354
65 H 3.1571 -4.2811 -3.3984
66 H -3.7129 2.9037 -2.7631
67 H -1.7790 -3.0051 1.0673
68 H 0.5897 -5.9748 -1.1936
69 H 1.6462 -6.0802 -4.0713
70 H -2.3248 -2.1947 3.6090
71 H -2.0276 -1.0791 5.4154
72 H -0.8530 1.8825 -5.2144
73 H 2.6407 -2.9771 -2.3345
74 H -4.0390 1.3381 3.3286
75 H 2.0501 -3.0480 -4.0061
76 H -0.2631 1.7039 3.6859
77 H 0.6779 3.2747 -2.0770
78 H -2.6993 2.4616 3.0122
79 H -3.2584 -1.3660 -0.6128
80 H -3.6756 -0.6792 4.8579
81 H -1.4962 4.8756 -4.6634
82 H -0.8884 1.8000 5.3278
83 H 3.9752 0.4232 4.8616
84 H -0.1143 0.3092 4.7834

Output
energy above the lowest of the compared OMol25 structures with the same formula, charge and spin = 0.000 eV
HOMO-LUMO gap = 6.7662 eV
F_max = 0.017 Eh/bohr
charge = +2


The following is a DFT calculation (wB97M-V/def2-TZVPD) of a structure of composition C4H6OS in a non-equilibrium geometry.

Atoms and positions in Å:
1 S -2.5946 -0.1963 0.0442
2 O 0.9370 1.1255 0.1285
3 C 0.8872 -1.3902 -0.2395
4 C -0.3750 1.6066 -0.1917
5 C -1.0141 0.2656 0.1530
6 C 0.2860 -0.1506 0.5523
7 H -0.8342 2.4202 0.3836
8 H 1.1726 -1.1523 -1.2429
9 H 1.6579 -1.8602 0.3741
10 H -0.5070 1.9156 -1.2516
11 H 0.2701 -0.3653 1.6396
12 H 0.1141 -2.2187 -0.3496

Output
energy above the lowest of the compared OMol25 structures with the same formula, charge and spin = 2.445 eV
HOMO-LUMO gap = 8.4444 eV
F_max = 0.085 Eh/bohr


The following is a DFT calculation (wB97M-V/def2-TZVPD) of an isolated molecule of C21H19N5O5 in a non-equilibrium geometry.

Atoms and positions in Å:
1 O -1.6921 -2.4796 3.8266
2 O -1.6226 -0.7351 -1.1838
3 O -1.8850 3.5589 0.4690
4 O -1.2185 -4.8486 2.7022
5 O -1.9099 2.1918 -1.3180
6 N 1.8188 0.5410 1.4224
7 N 2.2268 2.0815 2.8965
8 N 3.1846 1.1556 2.8932
9 N 0.2253 2.2688 1.5361
10 N 2.9704 0.2471 2.0448
11 C 1.0758 0.6229 -5.1991
12 C -0.3692 1.7477 0.3930
13 C -0.8764 -2.4786 2.7227
14 C 1.5871 1.2803 -4.0835
15 C 0.7479 -2.7413 0.4834
16 C -2.9891 2.9276 -1.8818
17 C -0.2929 -1.3631 2.1558
18 C -1.9672 -1.2488 4.4499
19 C 0.1603 -3.8638 1.0411
20 C 0.0407 0.6024 -0.1764
21 C 1.6832 0.8261 -6.5502
22 C -1.4721 2.5945 -0.1291
23 C -0.5485 -0.4497 -3.7808
24 C -0.6541 -0.0298 -1.3502
25 C -0.6491 -3.7475 2.1573
26 C 1.1391 -0.2500 0.4272
27 C 1.3706 1.6989 1.9752
28 C 1.0448 1.0797 -2.8304
29 C -0.0001 -0.2447 -5.0287
30 C -0.0317 0.2088 -2.6639
31 C 0.5264 -1.4946 1.0377
32 H -3.0482 2.6235 -2.9234
33 H 2.1710 1.7952 -6.6181
34 H 2.4342 0.0571 -6.7346
35 H 2.4199 1.9581 -4.2033
36 H 1.3787 -2.8431 -0.3863
37 H 1.8656 -0.5469 -0.3420
38 H -0.4665 -0.3837 2.5741
39 H -0.4073 -0.7596 -5.8867
40 H 0.9296 0.7499 -7.3305
41 H -1.0529 -0.7762 4.8214
42 H -2.6186 -1.4834 5.2902
43 H -3.9176 2.6859 -1.3617
44 H -1.7442 -4.5689 3.4646
45 H 0.3208 -4.8435 0.6220
46 H -1.3833 -1.1195 -3.6394
47 H 1.4509 1.6073 -1.9796
48 H -2.8004 3.9996 -1.7973
49 H -0.0760 3.1725 1.8702
50 H -2.4841 -0.5646 3.7701

Output
energy above the lowest of the compared OMol25 structures with the same formula, charge and spin = 0.000 eV
SMILES string = COC(=O)C1=C(C(=O)c2ccc(C)cc2)[C@H](c2ccc(O)c(OC)c2)n2nnnc2N1
HOMO-LUMO gap = 8.2702 eV
F_max = 0.035 Eh/bohr


The following is a DFT calculation (wB97M-V/def2-TZVPD) of a cluster of 6 separate species, C30H55ClN10 in total in a non-equilibrium geometry.

Atoms and positions in Å:
1 Cl 21.4144 16.2559 -2.8464
2 N 17.5636 14.0228 10.8970
3 N 26.1336 10.8816 1.7601
4 N 26.0150 12.4648 0.2202
5 N 15.5302 13.2916 11.4176
6 N 9.1936 3.8833 7.0637
7 N 17.1086 11.9767 4.6675
8 N 18.5323 18.8529 5.5644
9 N 19.1337 12.1053 3.8204
10 N 16.8548 18.0393 4.1532
11 N 9.8652 6.0089 6.2777
12 C 14.5151 12.4503 11.9831
13 C 17.8051 12.2416 3.5603
14 C 19.8766 20.0803 7.2811
15 C 8.5222 5.7242 5.9348
16 C 19.6509 14.8405 9.7215
17 C 16.6814 14.9841 10.4821
18 C 19.2710 11.8857 5.2198
19 C 18.2575 18.3064 4.3653
20 C 16.3446 18.2875 5.3619
21 C 19.9635 12.9807 1.4894
22 C 25.7936 12.0649 2.4188
23 C 26.0758 13.2184 -1.1010
24 C 15.7920 11.4845 4.5899
25 C 10.8083 6.9475 5.8624
26 C 17.9969 11.6446 5.6415
27 C 10.2835 4.7460 6.8310
28 C 20.2483 12.1991 2.8916
29 C 16.8486 13.0118 11.3800
30 C 9.1569 2.5513 7.7206
31 C 25.9496 12.9924 1.4750
32 C 24.6768 9.0011 2.5811
33 C 26.2826 11.1182 0.4364
34 C 15.4165 14.5116 10.8150
35 C 19.8521 19.1634 6.0402
36 C 17.3638 18.7401 6.2409
37 C 16.1031 17.2226 3.1648
38 C 18.9969 14.1147 10.9304
39 C 8.0636 4.5020 6.5443
40 C 26.1312 9.4232 2.3192
41 C 10.1890 1.5366 7.1414
42 H 13.7177 13.1246 12.2956
43 H 24.2797 8.9888 1.5661
44 H 17.0320 15.9902 10.3057
45 H 20.3773 11.1422 2.6585
46 H 7.1390 3.9552 6.4321
47 H 17.2949 19.1122 7.2524
48 H 26.6160 9.4774 3.2939
49 H 9.8302 0.6338 7.6356
50 H 8.1851 2.0580 7.7015
51 H 21.0624 12.8280 3.2521
52 H 15.7954 10.4422 4.9089
53 H 20.2372 11.7100 5.6693
54 H 18.9885 14.7393 8.8618
55 H 25.9874 12.4697 -1.8882
56 H 15.2748 18.1792 5.4624
57 H 16.7785 16.8364 2.4014
58 H 14.4406 14.9742 10.8165
59 H 8.1180 6.5436 5.3589
60 H 10.9208 7.6789 6.6628
61 H 24.0890 9.5835 3.2907
62 H 14.0659 11.8413 11.1986
63 H 14.8796 11.8783 12.8363
64 H 15.5846 16.3594 3.5823
65 H 19.1223 18.0082 3.7912
66 H 11.2794 4.4008 7.0664
67 H 10.2770 1.4856 6.0561
68 H 20.4127 19.6310 5.2308
69 H 17.2404 12.2594 12.0485
70 H 17.6743 11.2792 6.6052
71 H 24.5619 8.0858 3.1618
72 H 17.5054 12.1571 2.5262
73 H 27.0815 13.6376 -1.0724
74 H 11.7470 6.6365 5.4040
75 H 19.6660 21.1253 7.0537
76 H 19.8201 14.0449 1.6763
77 H 25.2484 13.9278 -1.1187
78 H 20.6072 14.4184 9.4127
79 H 25.5421 12.1113 3.4681
80 H 9.5124 2.6887 8.7418
81 H 19.3502 14.4580 11.9027
82 H 19.8203 15.8925 9.9507
83 H 19.1781 12.4661 0.9358
84 H 26.5913 10.3558 -0.2635
85 H 20.3916 18.2274 6.1847
86 H 15.4638 17.7883 2.4871
87 H 26.7741 8.7968 1.7007
88 H 15.2648 12.1554 5.2682
89 H 20.7994 12.9124 0.7931
90 H 11.2148 1.7392 7.4495
91 H 20.8467 19.9187 7.7511
92 H 19.5047 13.1506 10.9041
93 H 15.4534 11.6081 3.5612
94 H 10.2630 7.5037 5.0999
95 H 25.7908 14.0582 1.4026
96 H 19.0958 19.7418 7.9622

Output
energy above the lowest of the compared OMol25 structures with the same formula, charge and spin = 8.270 eV
HOMO-LUMO gap = 2.0319 eV
F_max = 0.189 Eh/bohr
charge = +4


The following is a DFT calculation (wB97M-V/def2-TZVPD) of a structure of composition C25H41BrKN4OS5.

Atoms and positions in Å:
1 Br 1.1065 6.7038 -2.9663
2 K -0.0364 -0.4817 0.5788
3 S -2.2624 -2.1126 -1.3502
4 S -1.3151 0.9932 -2.3779
5 S 0.5028 -3.7120 2.0013
6 S 1.1384 -2.5576 -1.7622
7 S 2.0900 0.7037 -2.0567
8 O -0.4877 -2.8326 1.3096
9 N -2.3742 0.3272 2.0967
10 N 2.8210 -1.2420 1.1483
11 N 0.9962 0.9778 2.8291
12 N -1.1447 2.3840 0.6780
13 C 3.7577 -0.1517 1.4674
14 C -2.2679 2.5800 1.2311
15 C 2.3436 1.5585 2.8104
16 C -4.1504 -0.3698 3.5443
17 C 0.7482 -2.9501 3.6078
18 C -0.9707 5.1347 -1.8227
19 C -1.5413 -0.4154 -3.4875
20 C -2.9188 1.5520 2.0629
21 C -0.6513 3.4041 -0.1672
22 C 3.4658 0.5229 2.8063
23 C -1.4904 4.1456 -1.0013
24 C 2.1513 -1.9321 -3.1227
25 C -1.4089 -3.6312 -1.8357
26 C -4.0771 1.8752 2.7550
27 C -4.7017 0.8966 3.5152
28 C -0.4091 -5.1512 2.5565
29 C 0.3938 5.3733 -1.8287
30 C 0.7203 3.6325 -0.2198
31 C -0.0843 1.9228 -3.3175
32 C 1.2468 4.6183 -1.0374
33 C 2.9940 -0.7340 -2.6865
34 C 1.2437 1.2232 -3.5750
35 C -0.1254 -3.4974 -2.6508
36 C -2.6160 -1.3576 -2.9570
37 C -2.9873 -0.6030 2.8165
38 H -2.8014 -2.1533 -3.6814
39 H -2.8071 3.5238 1.1183
40 H 2.5075 2.2437 3.6487
41 H 4.7944 -0.5042 1.4877
42 H 2.8225 -2.7095 -3.4900
43 H -3.5556 -0.8149 -2.8404
44 H 0.7467 0.7193 3.7764
45 H 0.2328 -5.7503 3.2041
46 H -0.3276 -3.0027 -3.6021
47 H 0.2985 1.6466 2.5154
48 H -1.6226 5.7017 -2.4739
49 H -0.5098 2.2132 -4.2803
50 H -0.6744 -5.7299 1.6736
51 H 0.2406 -4.4987 -2.8816
52 H 3.2898 -0.2370 3.5773
53 H 3.6239 -0.4248 -3.5219
54 H -0.5929 -0.9418 -3.5877
55 H 2.4531 2.1619 1.9063
56 H -1.3089 -4.8349 3.0840
57 H 3.0018 -2.0221 1.7732
58 H -4.4814 2.8781 2.6949
59 H -1.8443 -0.0491 -4.4718
60 H 3.0215 -1.6096 0.2238
61 H 1.4953 -1.6573 -3.9506
62 H 1.3790 3.0241 0.3856
63 H 0.0776 2.8403 -2.7543
64 H 1.8903 1.9052 -4.1283
65 H 2.3133 4.7941 -1.0649
66 H 3.6758 -1.0203 -1.8819
67 H 3.6975 0.5929 0.6681
68 H 1.0886 0.3448 -4.1997
69 H -2.1029 -4.2632 -2.3924
70 H -2.5472 3.9166 -1.0478
71 H 4.3788 1.0418 3.1106
72 H 1.1578 -1.9593 3.4049
73 H -1.2049 -4.1273 -0.8856
74 H -2.5330 -1.5900 2.7960
75 H -5.6055 1.1210 4.0664
76 H -0.2114 -2.8599 4.1175
77 H 1.4510 -3.5352 4.2026
78 H -4.6063 -1.1713 4.1092

Output
energy above the lowest of the compared OMol25 structures with the same formula, charge and spin = 0.000 eV
HOMO-LUMO gap = 7.9032 eV
F_max = 0.013 Eh/bohr
charge = +1


The following is a DFT calculation (wB97M-V/def2-TZVPD) of a cluster of 2 separate species, C6H4N2O4S2 in total in a non-equilibrium geometry.

Atoms and positions in Å:
1 S 1.6072 1.3354 -2.3858
2 S -2.1143 -2.3086 2.1240
3 O 1.1650 -2.7778 -1.0145
4 O -2.9938 -0.7687 0.6232
5 O -1.8484 -1.4219 3.2163
6 O -1.0086 -2.7543 1.2633
7 N -1.9408 -0.6082 -0.0290
8 N 0.2823 -1.9865 -0.5958
9 C 1.5339 0.1107 -0.9613
10 C -0.8810 0.0782 -0.1815
11 C 0.2972 -0.7026 -0.5704
12 C 1.7870 1.5712 -0.5951
13 C -0.6268 1.5119 -0.0292
14 C 0.5373 2.1902 -0.0960
15 H 2.4629 -0.5895 -0.8806
16 H 0.5929 3.1519 0.2551
17 H -1.5719 2.1251 -0.0359
18 H 2.7201 1.8435 -0.1067

Output
energy above the lowest of the compared OMol25 structures with the same formula, charge and spin = 0.000 eV
HOMO-LUMO gap (spin up / spin down) = 7.5994 / 7.5698 eV
F_max = 0.060 Eh/bohr